Run a
4 unconnected molecules or ions with the total composition C5H13NO4. Source: the OMol25 dataset; level of theory: ωB97M-V/def2-TZVPD.

Structure (XYZ):
```
23
Properties=species:S:1:pos:R:3:mulliken_charge:R:1
H -1.52217 -2.96335 -1.56047 0.3330
C -3.03223 -1.70114 -0.84012 0.5511
C -0.12878 1.13962 0.48885 -0.5558
C 3.19475 0.85536 2.01942 -1.1820
O -0.16039 -0.24204 -2.25085 -0.7633
O -2.40756 -1.04106 0.05765 -0.6228
H -0.75036 1.27719 1.39171 0.3528
C -0.82504 0.17902 -0.45020 -0.3183
H -1.56543 0.83227 -0.94239 0.2867
O -4.19690 -1.50345 -1.14454 -0.6073
O 1.14246 0.64729 0.82080 -0.2611
N -2.17431 -2.26492 -1.90856 -0.5279
H 0.75214 -0.44139 -2.02072 0.3135
H 1.29892 1.72875 2.57552 0.2835
H 3.02622 -0.09399 2.54650 0.3031
C 1.87938 1.50846 1.66037 -0.2312
H -0.34349 -0.79130 -0.22781 0.5308
H -2.66705 -2.51169 -2.76187 0.2893
H -1.09519 -1.37725 -2.37051 0.5410
H 2.04690 2.46946 1.13919 0.2982
H 3.77242 1.51910 2.67660 0.3800
H -0.03569 2.11895 -0.01710 0.3129
H 3.79140 0.65612 1.11853 0.2938
```

Values from the calculation:
Gap between HOMO and LUMO ... 9.1 eV
E_HOMO ... -8.842 eV

Run b
2 unconnected molecules or ions with the total composition C5H13NO4. Source: the OMol25 dataset; level of theory: ωB97M-V/def2-TZVPD.

Structure (XYZ):
```
23
Properties=species:S:1:pos:R:3:mulliken_charge:R:1
H 2.69969 1.92146 0.74557 0.3816
C -0.15166 0.42745 -0.60755 -0.0438
O 2.10429 -0.47958 -0.32943 -0.6374
H 1.04699 2.60937 0.59026 0.3470
H -2.30365 -1.27830 0.05685 0.3654
H -0.36225 -1.09750 0.86664 0.4347
O 0.00419 -1.83617 -1.51506 -0.5453
N -0.68398 -0.16550 0.60538 -0.3069
H -1.60268 -2.58294 0.30253 0.3239
H 0.12527 -0.10823 -2.69659 0.3560
C 1.62822 1.68507 0.70849 -1.3242
H -1.46659 -0.52693 -2.02206 0.3897
C 1.35163 0.73024 -0.43854 0.1365
C -1.62790 0.47112 1.62652 0.0076
H 2.06348 -0.80142 0.57777 0.3621
O -1.82837 1.67709 1.59546 -0.5070
H -0.68842 1.37412 -0.75757 0.3573
C -0.39032 -0.49971 -1.80540 -0.8537
H 1.68540 1.18459 -1.38299 0.3755
H 0.90330 -1.76246 -1.15116 0.4198
H 1.32367 1.24847 1.67095 0.3052
O -2.32754 -2.12407 0.77322 -0.6827
H -1.50276 -0.06618 2.58671 0.3387
```

Values from the calculation:
Gap between HOMO and LUMO ... 9.9 eV
E_HOMO ... -9.435 eV

Taking the most stable structure as the zero point, the relative energies in kJ/mol are run a 348.2; run b 0.0.